# 1
Formula: C4H6NOS
Source: the Open Molecules 2025 dataset
Level of theory: the ωB97M-V functional and the def2-TZVPD basis

XYZ file:
```
13
Properties=species:S:1:pos:R:3:mulliken_charge:R:1
C 0.08553 -0.10361 -0.34962 0.059
C 0.26631 0.92047 -2.67381 0.453
C 1.05868 0.71735 0.45819 -0.871
C -1.20029 -1.31036 1.35655 -0.822
N -0.69722 -1.03234 -0.01653 -0.464
O -0.61910 0.45798 -3.31091 -0.421
S 1.38848 2.02371 -2.64002 -0.464
H 1.21949 1.60736 -0.12506 0.217
H 0.73630 1.01684 1.48109 0.304
H 2.00406 0.14539 0.63976 0.179
H -1.30829 -2.38666 1.54932 0.284
H -2.21200 -1.03821 1.28157 0.295
H -0.72195 -1.01791 2.34947 0.252
```

Calculated values
Maximum force   3.5 eV/Å
HOMO level (alpha / beta)   -2.04 / -2.04 eV
Charge   -1
Gap between HOMO and LUMO (alpha / beta)   5.60 / 5.60 eV
ΔE to the lowest compared entry with this formula, charge and spin   58.44 kcal per mole

=====

# 2
Formula: C4H6NOS
Source: the Open Molecules 2025 dataset
Level of theory: the ωB97M-V functional and the def2-TZVPD basis

XYZ file:
```
13
Properties=species:S:1:pos:R:3:mulliken_charge:R:1
C 0.32707 -0.95888 -1.03784 -0.262
C 1.10444 -1.27582 -0.00814 -0.605
C -0.26895 1.60117 -0.50302 0.103
C -0.30655 0.15324 -0.26057 0.231
N 0.59596 -0.13066 0.82288 -0.146
O 0.16955 2.33822 0.35435 -0.475
S -2.18812 -0.09531 0.08088 -0.106
H 0.18640 -1.32960 -1.97741 0.568
H 1.95899 -1.91661 0.08518 0.437
H -0.69733 1.95628 -1.51334 0.335
H 0.44595 -0.73388 1.67213 0.370
H 1.13261 0.75651 1.04784 0.365
H -2.51922 -0.45243 -1.05406 0.186
```

Calculated values
Maximum force   4.8 eV/Å
HOMO level   -14.49 eV
Charge   +1
Gap between HOMO and LUMO   9.93 eV
ΔE to the lowest compared entry with this formula, charge and spin   71.78 kcal per mole

=====

# 3
Formula: C4H6NP
Source: the Open Molecules 2025 dataset
Level of theory: the ωB97M-V functional and the def2-TZVPD basis

XYZ file:
```
12
Properties=species:S:1:pos:R:3:mulliken_charge:R:1
C 0.69643 0.20403 0.55652 -0.022
C 1.72675 0.18416 -0.45576 -0.257
C -0.54595 -0.25884 0.52317 -0.348
C -1.74273 0.28732 1.24157 -0.798
N 1.53943 -0.27649 -1.64750 -0.340
P 0.09968 -0.53474 -2.40251 0.068
H 1.04011 0.67202 1.38665 0.395
H 2.71550 0.36360 -0.24779 0.441
H -2.51687 -0.54107 1.37513 0.277
H -2.31070 0.94453 0.56314 0.228
H -1.37142 0.53637 2.26151 0.293
H 0.66978 -1.58089 -3.15411 0.062
```

Calculated values
Maximum force   3.4 eV/Å
HOMO level (alpha / beta)   -7.71 / -7.71 eV
Gap between HOMO and LUMO (alpha / beta)   6.70 / 6.70 eV
ΔE to the lowest compared entry with this formula, charge and spin   90.11 kcal per mole

=====

# 4
Formula: C4H6NiO
Source: the Open Molecules 2025 dataset
Level of theory: the ωB97M-V functional and the def2-TZVPD basis

XYZ file:
```
12
Properties=species:S:1:pos:R:3:mulliken_charge:R:1
O -2.02107 0.56263 -1.01801 -0.585
Ni -2.82537 0.80132 -2.71565 0.736
C -1.57293 -0.26431 -0.23414 0.144
C 0.02775 -1.01132 -0.56144 -0.890
H -1.81475 -0.04927 0.82330 0.311
H 0.32048 -0.61556 -1.54128 0.419
H -0.09004 -2.05632 -0.88825 0.420
H -0.68200 -1.41027 0.48129 0.356
C 1.59955 0.29392 0.55753 -0.045
C 2.19642 1.05870 1.41940 -0.380
H 3.14449 0.72946 1.86292 0.255
H 1.71747 1.96100 1.81433 0.259
```

Calculated values
Maximum force   4.6 eV/Å
Multiplicity   4
HOMO level (alpha / beta)   -10.20 / -13.66 eV
Charge   +1
Gap between HOMO and LUMO (alpha / beta)   4.53 / 8.12 eV
⟨S²⟩   3.782
ΔE to the lowest compared entry with this formula, charge and spin   210.68 kcal per mole

=====

# 5
Formula: C4H6O
Source: the Open Molecules 2025 dataset
Level of theory: the ωB97M-V functional and the def2-TZVPD basis

XYZ file:
```
11
Properties=species:S:1:pos:R:3:mulliken_charge:R:1
O 2.67162 0.06250 0.23009 -0.550
C 1.50309 -0.10367 -0.07604 -0.010
C 0.39462 -0.42213 0.76463 -0.246
C -0.78248 0.76548 -0.55930 -0.805
C -0.96447 -0.49285 0.14718 -0.155
H 1.12877 0.02804 -1.12049 0.255
H 0.53656 -0.62254 1.83486 0.352
H -0.79269 1.72183 -0.05963 0.298
H -0.80701 0.80634 -1.65595 0.380
H -1.69050 -0.37548 0.95305 0.256
H -1.19751 -1.36751 -0.45842 0.223
```

Calculated values
Maximum force   0.8 eV/Å
HOMO level (alpha / beta)   -8.78 / -8.53 eV
Gap between HOMO and LUMO (alpha / beta)   8.45 / 7.71 eV
ΔE to the lowest compared entry with this formula, charge and spin   68.37 kcal per mole

=====

# 6
Formula: C4H6O
Source: the Open Molecules 2025 dataset
Level of theory: the ωB97M-V functional and the def2-TZVPD basis

XYZ file:
```
11
Properties=species:S:1:pos:R:3:mulliken_charge:R:1
C 1.07891 0.91323 0.00260 -0.345
O 0.93873 -0.34498 -0.69125 -0.087
C -0.31369 -0.73632 -0.83583 -0.458
C -1.12135 0.32977 -0.18147 -0.226
C -0.32485 1.29254 0.30015 -0.212
H 1.69399 0.74542 0.89305 0.252
H 1.60205 1.60702 -0.66317 0.254
H -0.36935 -3.59834 0.55232 0.220
H -0.40771 -3.02029 0.07895 -0.207
H -2.20287 0.29414 -0.12327 0.431
H -0.60262 2.20299 0.82111 0.379
```

Calculated values
Maximum force   0.4 eV/Å
HOMO level   -8.60 eV
Gap between HOMO and LUMO   8.73 eV
ΔE to the lowest compared entry with this formula, charge and spin   74.61 kcal per mole

=====

# 7
Formula: C4H6O
Source: the Open Molecules 2025 dataset
Level of theory: the ωB97M-V functional and the def2-TZVPD basis

XYZ file:
```
11
Properties=species:S:1:pos:R:3:mulliken_charge:R:1
O -2.34182 0.02728 -0.13213 -0.554
C -1.14797 0.02481 -0.03626 0.343
C -0.11876 -1.04744 0.08275 -0.330
C 0.99507 -0.03083 -0.21713 -0.480
C -0.05036 1.08377 0.07902 -0.402
H -0.11238 -1.47881 1.14528 0.222
H -0.40106 -1.88629 -0.66946 0.258
H 1.93732 -0.23353 0.42970 0.259
H 1.31267 0.00155 -1.34664 0.211
H 0.03963 1.38309 1.18003 0.184
H -0.11232 2.15640 -0.51518 0.290
```

Calculated values
Maximum force   3.6 eV/Å
HOMO level   -9.57 eV
Gap between HOMO and LUMO   10.43 eV
ΔE to the lowest compared entry with this formula, charge and spin   20.16 kcal per mole

=====

# 8
Formula: C4H6O
Source: the Open Molecules 2025 dataset
Level of theory: the ωB97M-V functional and the def2-TZVPD basis

XYZ file:
```
11
Properties=species:S:1:pos:R:3:mulliken_charge:R:1
C 1.13445 -0.19347 -0.02703 -0.514
C 0.09232 0.84677 0.34250 -0.226
C -0.94417 0.23057 -0.58864 -0.481
C -0.27395 -0.86478 0.27322 -0.214
O -0.46001 -0.09477 1.46230 -0.482
H 1.45791 -0.29813 -1.07210 0.237
H 1.99103 -0.25195 0.66108 0.255
H 0.21125 1.85426 0.71561 0.472
H -1.96615 0.53437 -0.34909 0.251
H -0.75655 0.16486 -1.66366 0.247
H -0.48614 -1.92774 0.24582 0.456
```

Calculated values
Maximum force   1.4 eV/Å
HOMO level   -9.55 eV
Gap between HOMO and LUMO   10.67 eV
ΔE to the lowest compared entry with this formula, charge and spin   57.64 kcal per mole

=====

# 9
Formula: C4H6O
Source: the Open Molecules 2025 dataset
Level of theory: the ωB97M-V functional and the def2-TZVPD basis

XYZ file:
```
11
Properties=species:S:1:pos:R:3:mulliken_charge:R:1
O -2.48484 0.11634 -0.22908 -0.658
C -1.29374 0.00114 -0.02649 0.587
C -0.12485 1.02050 -0.18735 -0.703
C 0.80726 -0.12050 0.25797 0.261
C -0.38938 -0.99565 0.45341 -1.067
H 0.06776 1.43046 -1.18242 0.303
H -0.14819 1.83576 0.54391 0.223
H 1.63479 -0.03729 0.97330 0.469
H 1.55956 -0.28915 -0.88546 0.150
H -0.45707 -1.98801 0.88038 0.382
H 0.87864 -0.95548 -0.64860 0.052
```

Calculated values
Maximum force   0.5 eV/Å
HOMO level   -8.14 eV
Gap between HOMO and LUMO   8.35 eV
ΔE to the lowest compared entry with this formula, charge and spin   103.76 kcal per mole

=====

# 10
Formula: C4H6O
Source: the Open Molecules 2025 dataset
Level of theory: the ωB97M-V functional and the def2-TZVPD basis

XYZ file:
```
11
Properties=species:S:1:pos:R:3:mulliken_charge:R:1
O -1.95119 -1.03768 0.77235 -0.512
C -0.95693 -0.68437 -0.16867 -0.317
C -0.17937 0.54329 0.27081 -0.316
C 1.14274 0.75415 -0.11794 0.002
C 2.24449 0.57616 -0.76546 -0.399
H -1.50536 -1.24247 1.60559 0.317
H -0.23986 -1.50122 -0.36087 0.253
H -1.49403 -0.49893 -1.10693 0.260
H 0.52160 1.67908 -0.55120 0.180
H -0.74328 1.29454 0.82574 0.323
H 3.16118 0.11746 -0.40341 0.208
```

Calculated values
Maximum force   0.6 eV/Å
HOMO level (alpha / beta)   -8.01 / -8.01 eV
Gap between HOMO and LUMO (alpha / beta)   8.06 / 8.06 eV
ΔE to the lowest compared entry with this formula, charge and spin   114.27 kcal per mole

=====

Repeat the fourth record exactly.
Formula: C4H6NiO
Source: the Open Molecules 2025 dataset
Level of theory: the ωB97M-V functional and the def2-TZVPD basis

XYZ file:
```
12
Properties=species:S:1:pos:R:3:mulliken_charge:R:1
O -2.02107 0.56263 -1.01801 -0.585
Ni -2.82537 0.80132 -2.71565 0.736
C -1.57293 -0.26431 -0.23414 0.144
C 0.02775 -1.01132 -0.56144 -0.890
H -1.81475 -0.04927 0.82330 0.311
H 0.32048 -0.61556 -1.54128 0.419
H -0.09004 -2.05632 -0.88825 0.420
H -0.68200 -1.41027 0.48129 0.356
C 1.59955 0.29392 0.55753 -0.045
C 2.19642 1.05870 1.41940 -0.380
H 3.14449 0.72946 1.86292 0.255
H 1.71747 1.96100 1.81433 0.259
```

Calculated values
Maximum force   4.6 eV/Å
Multiplicity   4
HOMO level (alpha / beta)   -10.20 / -13.66 eV
Charge   +1
Gap between HOMO and LUMO (alpha / beta)   4.53 / 8.12 eV
⟨S²⟩   3.782
ΔE to the lowest compared entry with this formula, charge and spin   210.68 kcal per mole

=====

Which of these has the lowest maximum force?
number 6

=====

maximum force of number 8 (C4H6O)?
1.4 eV/Å